{
  "formula": "C5H13NO",
  "method": "ωB97M-V with the def2-TZVPD basis set",
  "elements": ["C", "N", "C", "C", "C", "C", "O", "H", "H", "H", "H", "H", "H", "H", "H", "H", "H", "H", "H", "H"],
  "coordinates": [[-0.9101, -2.3907, -1.2314], [-1.0579, -1.8420, 0.1218], [-0.9257, -0.3779, 0.1473], [0.4510, 0.0652, -0.3702], [1.2322, 1.0010, 0.6269], [0.4136, 2.0997, 1.2645], [2.3556, 1.5872, -0.0321], [-1.2987, -1.7273, -2.0149], [-1.3990, -3.3502, -1.2668], [0.1281, -2.5786, -1.4529], [-2.0343, -1.9953, 0.3405], [-0.9736, -0.1084, 1.1874], [-1.6615, 0.1222, -0.4874], [1.1439, -0.7582, -0.5216], [0.4336, 0.7576, -1.2218], [1.6572, 0.3401, 1.3729], [-0.5016, 1.7499, 1.7438], [0.9071, 2.5859, 2.1038], [0.0403, 2.7842, 0.4980], [2.0000, 2.0359, -0.8077]],
  "smiles": "CNCC[C@H](C)O",
  "homo_energy_ev": -9.2,
  "relative_energy_kj_mol": 142.6,
  "e_tot_ev": -8932.5325,
  "lumo_ev": 0.98
}

{
  "formula": "C5H13NO",
  "method": "ωB97M-V with the def2-TZVPD basis set",
  "elements": ["C", "C", "C", "C", "N", "C", "H", "H", "H", "H", "H", "H", "H", "H", "H", "H", "H", "O", "H", "H"],
  "coordinates": [[1.1559, -1.1489, 0.5532], [-0.0978, -0.6838, 0.4352], [-0.8201, 0.3091, -0.5160], [-0.5135, 1.7741, -0.0896], [-0.9992, -1.0818, 1.4504], [-1.7762, -0.1661, 2.2676], [1.2458, -2.0741, 1.1357], [2.1257, -0.8075, 0.2047], [-1.8910, 0.1433, -0.4531], [-0.4579, -0.0714, -1.4790], [0.5777, 1.9273, -0.1568], [-0.7279, 1.7411, 0.9852], [-0.9763, 2.4980, -0.7970], [-0.7607, -1.8525, 2.0577], [-2.4629, 0.4989, 1.7287], [-2.4942, -0.7608, 2.8371], [-1.1411, 0.4409, 2.9196], [2.6256, 0.5677, -3.5513], [1.8481, 0.0368, -3.3562], [2.9410, 0.8737, -2.6961]],
  "smiles": "C=C(CC)NC.O",
  "homo_energy_ev": -7.8,
  "relative_energy_kj_mol": 243.6,
  "e_tot_ev": -8931.4865,
  "lumo_ev": 0.77
}

{
  "formula": "C5H13NO",
  "method": "ωB97M-V with the def2-TZVPD basis set",
  "elements": ["C", "C", "N", "O", "H", "H", "H", "H", "H", "C", "C", "C", "H", "H", "H", "H", "H", "H", "H", "H"],
  "coordinates": [[-1.3596, -1.7821, -1.3836], [-2.3490, -0.7371, -1.0295], [-2.0769, 0.5976, -1.4937], [-3.3834, -1.0026, -0.4949], [-0.3050, -1.5862, -0.9570], [-1.1771, -1.8598, -2.4019], [-1.8715, -2.6902, -1.0057], [-2.7588, 1.2068, -0.9932], [-1.2488, 1.0263, -1.8709], [1.4937, -0.6383, 0.8630], [1.4500, 0.6220, 1.7225], [1.5096, 1.9033, 0.8454], [0.7782, -0.8847, -0.2033], [1.3980, -1.5377, 1.5528], [2.5206, -0.7062, 0.4864], [0.6211, 0.6589, 2.3886], [2.1821, 0.6286, 2.3889], [1.5174, 2.9607, 1.2654], [2.4158, 1.9702, 0.2717], [0.6435, 1.8503, 0.0491]],
  "smiles": "CC(N)=O.CCC",
  "homo_energy_ev": -10.1,
  "relative_energy_kj_mol": 191.5,
  "e_tot_ev": -8932.0262,
  "lumo_ev": 0.85
}

{
  "formula": "C5H13NO",
  "method": "ωB97M-V with the def2-TZVPD basis set",
  "elements": ["C", "C", "N", "O", "H", "H", "H", "H", "H", "C", "C", "C", "H", "H", "H", "H", "H", "H", "H", "H"],
  "coordinates": [[2.4881, -0.2599, 2.7460], [1.1372, -0.2297, 1.9933], [0.3296, -1.3434, 1.9952], [0.5819, 0.7421, 1.4740], [3.3787, -0.4371, 2.0009], [2.5310, -1.1237, 3.3912], [2.5582, 0.7911, 3.2745], [-0.4419, -1.4853, 1.4455], [0.6350, -2.0766, 2.5384], [-0.4304, -0.2396, -2.5080], [-1.2683, 0.8094, -2.0383], [-2.5497, 0.7419, -3.0872], [-0.0260, -0.1342, -3.5766], [-1.1348, -1.1242, -2.4642], [0.4480, -0.3225, -1.8338], [-1.5969, 0.7098, -1.0100], [-0.8993, 1.8724, -2.3160], [-2.5844, 0.8579, -4.1026], [-2.8049, -0.3752, -3.1799], [-3.2863, 1.3827, -2.5610]],
  "smiles": "CC(N)=O.CCC",
  "homo_energy_ev": -9.7,
  "relative_energy_kj_mol": 218.1,
  "e_tot_ev": -8931.7502,
  "lumo_ev": 0.81
}

{
  "formula": "C5H13NO",
  "method": "ωB97M-V with the def2-TZVPD basis set",
  "elements": ["C", "C", "C", "C", "N", "C", "O", "H", "H", "H", "H", "H", "H", "H", "H", "H", "H", "H", "H", "H"],
  "coordinates": [[2.1121, 0.0723, -0.8033], [1.6959, 0.1920, 0.6228], [0.3206, -0.6320, 0.8106], [-0.7341, 0.0838, 0.0479], [-1.0408, 1.4448, 0.7065], [-1.9499, -0.8846, -0.0760], [-2.5272, -0.7684, -1.3446], [3.1907, 0.4153, -1.0774], [1.3794, 0.7955, -1.3081], [1.7357, -0.9796, -1.2084], [1.5767, 1.2057, 0.9788], [2.4148, -0.3208, 1.1682], [0.2718, -0.7670, 1.9194], [0.4211, -1.5834, 0.3195], [-0.3425, 0.0807, -1.0627], [-1.3879, 2.0444, -0.0348], [-0.2056, 1.9513, 1.0762], [-2.6012, -0.6575, 0.7044], [-1.6212, -1.8561, 0.1165], [-2.7084, 0.1638, -1.5554]],
  "smiles": "CCC[C@H](N)CO",
  "homo_energy_ev": -9.5,
  "relative_energy_kj_mol": 223.5,
  "e_tot_ev": -8931.6947,
  "lumo_ev": 0.87
}

{
  "formula": "C5H13NO",
  "method": "ωB97M-V with the def2-TZVPD basis set",
  "elements": ["C", "C", "C", "C", "N", "C", "H", "H", "H", "H", "H", "H", "H", "H", "H", "H", "H", "O", "H", "H"],
  "coordinates": [[2.4027, -0.7828, 0.4464], [1.3315, 0.2174, -0.0135], [0.0413, -0.1508, -0.1548], [-0.2830, -1.4123, -1.1609], [-1.0637, 0.4044, 0.5116], [-2.0049, -0.4064, 1.2093], [2.6425, -0.7069, 1.5105], [2.2664, -1.8332, 0.2072], [3.3162, -0.4245, -0.1692], [1.6891, 1.2344, -0.1533], [0.0282, -0.9825, -2.1286], [-1.3800, -1.6479, -1.1102], [0.1467, -2.3207, -0.7362], [-1.1635, 1.4244, 0.5503], [-2.3883, -1.0592, 0.5045], [-1.6211, -1.0007, 2.0357], [-2.5687, 0.2568, 1.8434], [-0.0567, 2.8535, -1.0914], [-0.4690, 3.6700, -1.5160], [-0.8658, 2.6671, -0.5850]],
  "smiles": "C/C=C(\\C)NC.O",
  "homo_energy_ev": -6.8,
  "relative_energy_kj_mol": 436.1,
  "e_tot_ev": -8929.4909,
  "lumo_ev": 0.62
}

> What is the formula in the fourth record?

C5H13NO